Run i
Entry from the OMol25 dataset: a single C20H23N3O3 molecule (wB97M-V/def2-TZVPD).

XYZ file:
```
49
Properties=species:S:1:pos:R:3:mulliken_charge:R:1
C -1.490 -2.374 0.579 -1.204
C -0.305 -1.892 1.395 0.082
O 0.896 -2.169 0.668 -0.318
C 1.982 -1.453 0.982 0.402
O 1.996 -0.582 1.806 -0.561
C 3.170 -1.944 0.171 -0.690
N 3.999 -0.863 -0.305 0.256
C 5.218 -1.346 -0.910 -1.178
C 3.265 0.095 -1.134 -1.403
C 3.038 1.356 -0.364 1.461
C 4.038 2.159 0.211 -1.020
N 3.522 3.157 0.897 -1.175
N 2.206 3.012 0.800 0.485
C 1.848 1.943 0.045 -0.601
C 0.458 1.589 -0.182 0.979
C 0.028 1.141 -1.450 -0.525
C -1.272 0.782 -1.662 -1.209
C -2.224 0.845 -0.623 0.503
C -3.564 0.451 -0.817 -0.042
C -4.463 0.509 0.218 0.806
O -5.773 0.145 0.150 -0.461
C -6.271 -0.337 -1.073 -0.824
C -4.043 0.976 1.487 -0.671
C -2.756 1.366 1.693 -0.998
C -1.805 1.311 0.649 0.241
C -0.462 1.681 0.840 -0.987
H -2.411 -2.143 1.107 0.348
H -1.503 -1.874 -0.385 0.211
H -1.425 -3.447 0.418 0.438
H -0.362 -0.815 1.582 0.077
H -0.252 -2.411 2.358 0.326
H 2.783 -2.588 -0.642 0.397
H 3.771 -2.566 0.844 0.449
H 5.841 -0.496 -1.183 0.354
H 5.762 -1.948 -0.183 0.327
H 5.042 -1.961 -1.809 0.395
H 2.306 -0.330 -1.454 0.484
H 3.849 0.321 -2.033 0.488
H 5.100 2.035 0.144 0.504
H 1.589 3.671 1.248 0.216
H 0.740 1.110 -2.261 0.618
H -1.590 0.444 -2.639 0.391
H -3.851 0.102 -1.797 0.428
H -5.749 -1.247 -1.388 0.322
H -6.193 0.418 -1.863 0.323
H -7.320 -0.567 -0.896 0.242
H -4.779 1.009 2.275 0.465
H -2.442 1.720 2.664 0.451
H -0.147 2.006 1.822 0.399
```

Calculated values
**SMILES string**: CCOC(=O)CN(C)Cc1cn[nH]c1-c1ccc2cc(OC)ccc2c1
**LUMO level**: 0.0170 hartree
**Orbital gap**: 8.345 eV
**2S+1**: 1

Run ii
Entry from the OMol25 dataset: a single C20H23N3O3 molecule (wB97M-V/def2-TZVPD).

XYZ file:
```
49
Properties=species:S:1:pos:R:3:mulliken_charge:R:1
C -2.754 0.947 3.175 -1.412
C -3.552 1.001 1.876 0.940
C -4.940 0.844 1.959 -0.706
C -5.705 0.945 0.800 -0.436
N -5.163 1.196 -0.413 -0.626
C -3.819 1.353 -0.502 0.457
C -3.332 1.636 -1.918 -0.942
C -2.959 1.253 0.614 0.247
C -1.469 1.417 0.448 0.214
O -0.982 2.407 -0.091 -0.624
N -0.722 0.396 0.888 0.121
C 0.740 0.348 0.798 -1.402
C 1.280 0.171 -0.645 -0.159
C 0.883 -1.163 -1.320 -1.334
C 1.626 -2.349 -0.730 1.092
C 1.028 -3.609 -0.630 -0.930
C 1.728 -4.694 -0.107 -0.556
C 3.040 -4.524 0.325 -0.609
C 3.639 -3.269 0.238 -0.682
C 2.946 -2.169 -0.281 0.633
C 3.612 -0.792 -0.314 -1.183
N 2.744 0.306 -0.807 0.185
C 3.326 1.518 -1.036 0.765
O 4.530 1.700 -0.827 -0.686
C 2.461 2.694 -1.572 -0.476
O 3.258 3.794 -2.013 -0.550
H -1.996 1.731 3.194 0.322
H -3.387 1.119 4.046 0.443
H -2.255 -0.015 3.286 0.288
H -5.423 0.659 2.907 0.402
H -6.780 0.835 0.830 0.381
H -2.931 2.647 -1.977 0.259
H -2.546 0.938 -2.202 0.208
H -4.133 1.551 -2.654 0.352
H -1.205 -0.400 1.269 0.350
H 1.162 1.257 1.234 0.291
H 1.114 -0.462 1.426 0.547
H 0.761 0.926 -1.235 0.478
H -0.196 -1.309 -1.244 0.404
H 1.073 -1.096 -2.393 0.474
H 0.014 -3.754 -0.974 0.418
H 1.257 -5.664 -0.043 0.393
H 3.591 -5.361 0.728 0.390
H 4.656 -3.149 0.586 0.445
H 3.950 -0.545 0.694 0.377
H 4.523 -0.846 -0.915 0.564
H 1.883 2.348 -2.429 0.270
H 1.764 3.023 -0.799 0.266
H 3.661 4.213 -1.247 0.338
```

Calculated values
**SMILES string**: Cc1ccnc(C)c1C(=O)NC[C@@H]1Cc2ccccc2CN1C(=O)CO
**LUMO level**: 0.0133 hartree
**Orbital gap**: 9.589 eV
**2S+1**: 1

Going by the energies, run ii is most stable and the next is 0.0490 hartree up.

Run i
Entry from the OMol25 dataset: 2 unconnected molecules or ions with the total composition C8H10 (wB97M-V/def2-TZVPD).

XYZ file:
```
18
Properties=species:S:1:pos:R:3:mulliken_charge:R:1
C 0.980 1.429 0.187 -0.554
C -0.346 1.727 0.063 -0.172
C -1.124 1.100 -0.979 -0.658
C -0.467 0.085 -1.681 -0.059
C 0.800 -0.361 -1.523 -0.772
C 1.539 0.403 -0.641 -0.065
H 1.678 2.013 0.770 0.366
H -0.799 2.367 0.803 0.410
H -2.114 1.338 -1.210 0.453
H -1.067 -0.392 -2.413 0.357
H 1.290 -1.136 -2.135 0.359
H 2.588 0.288 -0.453 0.342
C -0.649 -0.944 1.939 -0.465
C -0.223 -1.870 1.081 -0.455
H -0.131 -0.628 2.919 0.244
H -1.814 -0.832 1.900 0.190
H 0.759 -2.321 1.148 0.282
H -0.898 -2.264 0.223 0.197
```

Calculated values
**SMILES string**: c1ccccc1.C=C
**LUMO level**: 0.0423 hartree
**Orbital gap**: 10.219 eV
**2S+1**: 1

Run ii
Entry from the OMol25 dataset: a single C8H10 molecule (wB97M-V/def2-TZVPD).

XYZ file:
```
18
Properties=species:S:1:pos:R:3:mulliken_charge:R:1
C -1.211 -0.019 -1.475 -0.332
C 0.024 0.557 -1.791 -0.237
C 0.832 1.142 -0.661 -0.520
C 1.844 0.373 0.343 -0.262
C 1.478 -0.530 1.200 -0.248
C 0.208 -1.235 1.203 -1.109
C -1.084 -0.462 1.162 -0.247
C -1.697 -0.188 -0.062 -0.313
H -1.940 0.103 -2.529 0.134
H 0.131 0.885 -2.914 0.273
H -0.109 1.361 0.126 0.253
H 1.147 2.245 -1.173 0.279
H 2.874 0.922 0.392 0.230
H 2.033 -0.766 2.096 0.343
H 0.233 -1.875 0.380 0.481
H 0.185 -1.977 1.831 0.719
H -2.204 -0.484 1.867 0.197
H -2.743 -0.052 0.003 0.361
```

Calculated values
**SMILES string**: C1=C\C/C=C\C\C=C/1
**LUMO level**: 0.0212 hartree
**Orbital gap**: 9.291 eV
**2S+1**: 1

Run iii
Entry from the OMol25 dataset: 2 unconnected molecules or ions with the total composition C8H10 (wB97M-V/def2-TZVPD).

XYZ file:
```
18
Properties=species:S:1:pos:R:3:mulliken_charge:R:1
C -2.122 2.027 -0.171 -2.014
C -0.670 1.897 -0.508 -0.794
C -0.084 0.440 -0.166 0.137
C -0.710 -0.535 0.344 0.636
C -0.152 -1.816 0.662 -0.767
C 1.182 -1.939 0.412 -0.051
C 1.889 -0.978 -0.134 -0.532
C 1.302 0.210 -0.420 -0.323
H -2.245 1.834 0.713 0.681
H -2.948 1.297 -0.677 0.247
H -2.433 2.876 -0.257 0.688
H -0.426 2.058 -1.346 0.740
H 0.038 2.489 0.050 0.431
H -1.929 -0.540 0.605 0.033
H -0.723 -2.625 1.249 0.287
H 1.831 -3.211 0.648 0.072
H 2.933 -1.022 -0.408 0.356
H 2.097 1.001 -0.696 0.174
```

Calculated values
**LUMO level**: 0.0373 hartree
**Orbital gap**: 10.121 eV
**2S+1**: 1

Going by the energies, run i is most stable and the next is 0.1289 hartree up.

Run i
Entry from the OMol25 dataset: 2 unconnected molecules or ions with the total composition C8H10 (wB97M-V/def2-TZVPD).

XYZ file:
```
18
Properties=species:S:1:pos:R:3:mulliken_charge:R:1
C -1.047 -1.324 -0.170 -0.159
C 0.102 -0.746 -0.677 -0.299
C 0.193 0.620 -0.674 -0.284
C -0.852 1.364 -0.230 -0.525
C -2.008 0.782 0.320 -0.345
C -2.089 -0.610 0.428 -0.680
H -1.103 -2.412 -0.159 0.313
H 0.846 -1.370 -1.141 0.395
H 0.982 1.149 -1.172 0.430
H -0.837 2.450 -0.350 0.334
H -2.739 1.454 0.739 0.359
H -2.908 -1.175 0.769 0.414
C 2.992 0.062 0.023 -0.650
C 1.940 -0.106 0.888 -0.369
H 3.012 -0.344 -0.969 0.251
H 4.029 0.308 0.376 0.263
H 1.141 -0.680 0.620 0.298
H 2.196 0.377 1.838 0.253
```

Calculated values
**SMILES string**: c1ccccc1.C=C
**LUMO level**: 0.0389 hartree
**Orbital gap**: 9.643 eV
**2S+1**: 1

Run ii
Entry from the OMol25 dataset: a single C8H10 molecule (wB97M-V/def2-TZVPD).

XYZ file:
```
18
Properties=species:S:1:pos:R:3:mulliken_charge:R:1
C -0.888 -0.105 -0.063 0.510
C -1.555 -0.459 -1.366 -1.242
C 0.869 1.367 -1.192 -1.549
C 0.492 0.378 -0.095 0.883
C -0.852 -0.929 1.852 -0.698
C -1.697 -0.235 1.116 -0.186
C 2.478 -0.323 1.437 -0.871
C 1.394 0.020 0.799 -0.084
H -2.779 -0.090 1.120 0.379
H -1.079 -1.792 2.472 0.235
H -1.322 -1.491 -1.645 0.267
H -1.210 0.177 -2.183 0.363
H -2.642 -0.380 -1.286 0.386
H 1.014 0.863 -2.151 0.357
H 0.103 2.135 -1.327 0.371
H 1.806 1.860 -0.936 0.394
H 3.203 -0.998 0.992 0.239
H 2.666 0.001 2.455 0.245
```

Calculated values
**LUMO level (spin up / spin down)**: 0.0163 / 0.0163 hartree
**Orbital gap (spin up / spin down)**: 8.046 / 8.046 eV
**2S+1**: 1

Going by the energies, run i is most stable and the next is 0.1054 hartree up.